Entry 1:
Here is a cluster of 14 separate species, C59H122F6N2O36P2S8 in total in a non-equilibrium geometry from OMol25. Energies are from ωB97M-V/def2-TZVPD.

Properties
Calculated total energy = -261404.139 eV
⟨S²⟩ = 0.76
Spin multiplicity = 2
Frontier orbital gap (alpha / beta) = 9.35 / 3.27 eV
HOMO (alpha / beta) = -11.15 / -11.15 eV
Total charge = +1

Last column: Löwdin spin population.
Geometry (Å):
C1 -2.8703 -0.4811 2.4323  0.000
C2 -1.8342 -1.0061 1.5265  0.000
C3 -1.0545 0.0637 0.7534  0.000
N1 -0.0836 -0.3611 -0.4266  0.000
C4 -0.8616 -0.9602 -1.6055  0.000
C5 -1.7575 0.1424 -2.3334  0.000
C6 -0.8020 1.2488 -2.8179  0.000
C7 0.0760 1.8396 -1.7407  0.000
C8 0.7905 0.8045 -0.8225  0.000
C9 0.7816 -1.5499 0.1371  0.000
H1 -2.3034 0.1893 3.0782  0.000
H2 -3.3568 -1.2032 3.0881  0.000
H3 -3.5973 0.1875 1.9714  0.000
H4 -2.2661 -1.7878 0.9016  0.000
H5 -1.1733 -1.5777 2.1781  0.000
H6 -0.4061 0.5635 1.4731  0.000
H7 -1.6371 0.8899 0.3459  0.000
H8 -1.2970 -1.8682 -1.1883  0.000
H9 -0.0758 -1.2426 -2.3060  0.000
H10 -2.5695 0.5125 -1.7075  0.000
H11 -2.2449 -0.3412 -3.1799  0.000
H12 -1.4313 1.9868 -3.3154  0.000
H13 -0.0932 0.7877 -3.5058  0.000
H14 -0.5931 2.4309 -1.1155  0.000
H15 0.7186 2.6584 -2.0645  0.000
H16 1.2344 1.2687 0.0582  0.000
H17 1.6317 0.3139 -1.3121  0.000
H18 0.1220 -2.3551 0.4607  0.000
H19 1.3430 -1.2123 1.0083  0.000
H20 1.4451 -1.9557 -0.6265  0.000
C10 -6.2572 5.6538 -6.0160  0.004
F1 -5.3735 6.5388 -6.3808  0.001
F2 -7.3543 5.8014 -6.6667  0.001
F3 -5.6539 4.4386 -6.1721  0.001
S1 -6.7449 6.0140 -4.2065  0.005
O1 -5.6262 6.7158 -3.6029  0.063
O2 -8.0752 6.6328 -4.2020  0.010
N2 -7.0452 4.4422 -3.4330  0.039
S2 -5.5968 4.1200 -2.9291  0.048
O3 -4.4975 4.1878 -3.9221  0.063
O4 -5.3046 4.6776 -1.5661  0.544
C11 -5.7332 2.2612 -2.5525  0.118
F4 -6.0366 1.6179 -3.6440  0.042
F5 -4.5683 1.7690 -2.1442  0.025
F6 -6.7168 2.0759 -1.7074  0.029
C12 -2.9444 6.5762 1.4690  0.000
C13 -4.2807 6.1172 2.0479  0.000
C14 -4.2814 4.5664 1.9500  0.000
S3 -2.7272 4.0237 1.0062  0.000
O5 -2.9863 3.0275 -0.0030  0.005
O6 -1.7715 3.7319 2.0742  0.001
C15 -2.4098 5.6864 0.2954  0.000
H21 -2.3985 6.2914 2.3684  0.000
H22 -2.8614 7.6469 1.2822  0.000
H23 -5.1114 6.5046 1.4581  0.000
H24 -4.4264 6.4449 3.0772  0.000
H25 -5.0596 4.2422 1.2590  0.000
H26 -4.2305 3.9970 2.8781  0.000
H27 -3.0627 5.8136 -0.5681  0.000
H28 -1.3827 5.8111 -0.0474  0.000
C16 2.7326 4.5933 0.1962  0.000
C17 3.6197 4.0511 -0.9525  0.000
C18 5.1178 4.3361 -0.6166  0.000
S4 5.0901 5.8727 0.4352  0.000
O7 5.6387 6.9696 -0.3347  0.000
O8 5.7243 5.5064 1.7007  0.000
C19 3.2558 5.9820 0.5462  0.000
H29 2.7776 3.8936 1.0307  0.000
H30 1.7200 4.6181 -0.2065  0.000
H31 3.2594 4.5635 -1.8445  0.000
H32 3.4304 2.9898 -1.1133  0.000
H33 5.6429 4.4741 -1.5617  0.000
H34 5.5555 3.5738 0.0278  0.000
H35 2.9228 6.7044 -0.1990  0.000
H36 3.0599 6.3847 1.5400  0.000
C20 -2.0969 -4.7480 6.7655  0.000
C21 -1.2141 -4.0351 7.7574  0.000
C22 -0.1094 -3.3964 6.9534  0.000
S5 -0.9564 -2.6715 5.4772  0.000
O9 -0.2115 -3.0325 4.2870  0.000
O10 -1.3695 -1.3169 5.8578  0.000
C23 -2.4155 -3.7977 5.6643  0.000
H37 -3.0658 -5.0304 7.1773  0.000
H38 -1.6662 -5.7178 6.5166  0.000
H39 -0.7030 -4.7741 8.3744  0.000
H40 -1.8668 -3.3935 8.3493  0.000
H41 0.5368 -4.2065 6.6151  0.000
H42 0.6199 -2.7134 7.3888  0.000
H43 -2.7817 -4.1280 4.6922  0.000
H44 -3.1637 -3.0786 5.9976  0.000
C24 -1.8819 2.2387 5.5568  0.000
C25 -0.4633 2.0906 4.7666  0.000
C26 0.6966 1.9966 5.8563  0.000
S6 0.1147 3.0272 7.2530  0.000
O11 0.8100 4.3438 7.3395  0.000
O12 0.0829 2.1864 8.4150  0.000
C27 -1.6330 3.2914 6.6569  0.000
H45 -2.1852 1.3140 6.0476  0.000
H46 -2.6709 2.5704 4.8818  0.000
H47 -0.3349 3.0186 4.2093  0.000
H48 -0.4454 1.2206 4.1102  0.000
H49 1.7102 2.2863 5.5792  0.000
H50 0.7748 1.0515 6.3938  0.000
H51 -1.6262 4.2404 6.1208  0.000
H52 -2.3360 3.3311 7.4890  0.000
C28 -0.5523 4.8032 -6.0848  0.000
C29 -0.8478 6.2855 -5.8589  0.000
C30 -1.4376 6.5167 -4.4285  0.000
S7 -0.4320 5.4573 -3.3734  0.000
O13 -1.2832 4.6111 -2.5552  0.000
O14 0.7389 6.0790 -2.7862  0.000
C31 0.2012 4.4226 -4.8463  0.000
H53 -0.0736 4.6096 -7.0447  0.000
H54 -1.5326 4.3315 -6.1525  0.000
H55 -1.5870 6.7067 -6.5403  0.000
H56 0.0840 6.8318 -6.0051  0.000
H57 -2.3722 6.0140 -4.1794  0.000
H58 -1.5470 7.5018 -3.9750  0.000
H59 0.4551 3.3886 -4.6128  0.000
H60 1.1713 4.8757 -5.0503  0.000
C32 2.0400 -3.8715 -5.7279  0.000
C33 2.9819 -4.5649 -4.6852  0.000
C34 3.9878 -3.5138 -4.2548  0.000
S8 3.1136 -1.8970 -4.1786  0.000
O15 3.9782 -0.8544 -4.7325  0.000
O16 2.5593 -1.6991 -2.8371  0.000
C35 1.7194 -2.4441 -5.3252  0.000
H61 1.2395 -4.5699 -5.9718  0.000
H62 2.6674 -3.7946 -6.6159  0.000
H63 3.4683 -5.5245 -4.8604  0.000
H64 2.4225 -4.6278 -3.7518  0.000
H65 4.6599 -3.4943 -5.1128  0.000
H66 4.6495 -3.7336 -3.4171  0.000
H67 1.8107 -1.7753 -6.1810  0.000
H68 0.7723 -2.2371 -4.8270  0.000
C36 -3.9609 -4.0143 -7.9001  0.000
O17 -2.7541 -4.5587 -7.3506  0.000
C37 -2.3562 -4.3411 -6.1085  0.000
O18 -1.2607 -4.6266 -5.6640  0.000
O19 -3.3529 -3.8318 -5.3361  0.000
C38 -3.1350 -3.4145 -3.9996  0.000
H69 -3.7923 -2.9377 -7.8719  0.000
H70 -4.8428 -4.2268 -7.2957  0.000
H71 -4.1486 -4.2799 -8.9404  0.000
H72 -3.9679 -2.8078 -3.6441  0.000
H73 -2.2224 -2.8204 -3.9507  0.000
H74 -3.0267 -4.2802 -3.3461  0.000
C39 0.1155 -6.4547 -3.6626  0.000
O20 -0.8557 -6.0658 -2.7305  0.000
C40 -0.6270 -5.0234 -1.7861  0.000
O21 0.3297 -4.2288 -1.7497  0.000
O22 -1.6051 -4.9917 -0.8583  0.000
C41 -2.7968 -5.7806 -0.9101  0.000
H75 -0.3111 -7.2465 -4.2784  0.000
H76 0.8869 -6.9728 -3.0930  0.000
H77 0.5445 -5.6091 -4.2003  0.000
H78 -3.2309 -6.1370 0.0241  0.000
H79 -2.6426 -6.7284 -1.4259  0.000
H80 -3.6599 -5.3313 -1.4014  0.000
C42 -6.4812 0.5103 3.4020  0.000
O23 -6.5565 -0.1153 2.1617  0.000
C43 -6.2216 0.5173 1.0341  0.000
O24 -5.7068 1.6296 0.9931  0.000
O25 -6.3398 -0.3463 -0.0566  0.001
C44 -7.1279 -1.5866 0.0296  0.000
H81 -6.8548 -0.2085 4.1312  0.000
H82 -7.1381 1.3801 3.4035  0.000
H83 -5.4464 0.7496 3.6471  0.000
H84 -6.3665 -2.3002 0.3445  0.000
H85 -7.4852 -1.8865 -0.9555  0.000
H86 -8.0007 -1.5271 0.6798  0.000
C45 -3.5473 1.3706 -5.6020  0.000
O26 -2.4560 1.8065 -6.3918  0.000
C46 -1.3736 1.1030 -6.5744  0.000
O27 -1.1441 -0.0060 -6.1255  0.000
O28 -0.5395 1.8067 -7.3244  0.000
C47 0.8088 1.2274 -7.5985  0.000
H87 -4.2508 0.6433 -6.0071  0.000
H88 -4.2723 2.1806 -5.5214  0.000
H89 -3.1316 1.1239 -4.6251  0.000
H90 0.8471 0.1537 -7.4147  0.000
H91 1.5382 1.6915 -6.9346  0.000
H92 1.1883 1.3265 -8.6155  0.000
C48 4.7538 -8.9407 4.6565  0.000
C49 5.1727 -8.2970 3.3528  0.000
O29 5.7377 -7.0338 3.6927  0.000
P1 6.0977 -5.8705 2.6534  0.000
O30 7.3110 -6.1923 1.8854  0.000
O31 4.7346 -5.7384 1.8073  0.000
C50 4.6659 -4.6619 0.8577  0.000
C51 3.2696 -4.2201 0.7194  0.000
O32 6.2313 -4.4652 3.4591  0.000
C52 7.2979 -4.3712 4.4316  0.000
C53 7.1671 -2.8613 4.9293  0.000
H93 3.7222 -8.6311 4.8240  0.000
H94 4.7625 -10.0294 4.7088  0.000
H95 5.3683 -8.5707 5.4772  0.000
H96 5.9808 -8.8617 2.8878  0.000
H97 4.3467 -8.1907 2.6497  0.000
H98 5.3378 -3.8045 0.8958  0.000
H99 4.9466 -5.0711 -0.1127  0.000
H100 3.2143 -3.6122 -0.1836  0.000
H101 2.5705 -5.0443 0.5779  0.000
H102 2.9589 -3.5866 1.5503  0.000
H103 7.1145 -5.1794 5.1395  0.000
H104 8.2862 -4.5402 4.0039  0.000
H105 7.1263 -2.1054 4.1451  0.000
H106 6.2200 -2.8138 5.4667  0.000
H107 7.9547 -2.5747 5.6262  0.000
C54 3.6288 -1.1166 6.2180  0.000
C55 3.3717 -1.3085 4.7641  0.000
O33 2.4916 -0.3172 4.2048  0.000
P2 2.9525 0.6169 2.9779  0.000
O34 1.8866 1.4126 2.2823  0.000
O35 4.1847 1.4355 3.5590  0.000
C56 4.5266 2.7423 3.1347  0.000
C57 3.8897 3.7134 4.1146  0.000
O36 3.7714 -0.4503 2.0088  0.000
C58 4.5677 -0.1193 0.8789  0.000
C59 6.0060 -0.7122 0.9242  0.000
H108 3.9745 -0.0862 6.3013  0.000
H109 2.6902 -1.2638 6.7524  0.000
H110 4.3911 -1.8518 6.4755  0.000
H111 4.3432 -1.2865 4.2703  0.000
H112 2.8135 -2.2220 4.5589  0.000
H113 5.6014 2.8912 3.2380  0.000
H114 4.2416 2.7774 2.0832  0.000
H115 3.9257 4.6737 3.6002  0.000
H116 2.8213 3.6823 4.3283  0.000
H117 4.5010 3.8440 5.0076  0.000
H118 4.0400 -0.5437 0.0248  0.000
H119 4.6001 0.9697 0.8466  0.000
H120 6.2296 -0.7689 1.9895  0.000
H121 6.0933 -1.6914 0.4534  0.000
H122 6.7712 -0.2138 0.3292  0.000



Entry 2:
Here is an isolated molecule of CH4N2O2 in a non-equilibrium geometry from OMol25. Energies are from ωB97M-V/def2-TZVPD.

Properties
Calculated total energy = -8171.610 eV
Spin multiplicity = 1
Frontier orbital gap (alpha / beta) = 10.85 / 10.85 eV
HOMO (alpha / beta) = -10.54 / -10.54 eV
Energy relative to the best compared isomer or geometry (same formula, charge and spin) = 117.04 kcal per mole
Total charge = 0

Last column: Löwdin charge in e.
Geometry (Å):
H1 -1.7908 -1.7047 0.1507  0.059
N1 -2.0665 -0.7899 0.0139  0.207
N2 -1.0859 -0.0576 -0.0804  -0.278
O1 -1.1726 1.3276 -0.0878  -0.097
O2 0.2763 -0.5643 -0.1839  -0.117
C1 1.3547 0.3230 -0.0385  -0.073
H2 1.6406 -0.0376 0.9933  0.109
H3 0.7963 1.3013 0.1175  0.093
H4 2.0478 0.2025 -0.8847  0.098



Entry 3:
Here is a structure of composition C2H6N2S in a non-equilibrium geometry from OMol25. Energies are from ωB97M-V/def2-TZVPD.

Properties
Calculated total energy = -15982.019 eV
Spin multiplicity = 1
Frontier orbital gap = 8.31 eV
HOMO = -8.15 eV
Energy relative to the best compared isomer or geometry (same formula, charge and spin) = 110.23 kcal per mole
Total charge = 0

Last column: Löwdin charge in e.
Geometry (Å):
C1 -0.0118 1.5579 -0.0262  -0.132
C2 0.1930 -0.0241 0.1318  -0.930
H1 0.7642 2.0825 0.3085  0.000
H2 -0.6438 1.8289 0.7031  0.004
H3 -0.4441 1.7667 -1.0856  0.122
H4 -0.6171 -1.6854 -0.1326  0.100
H5 -2.6869 -0.5590 1.2179  0.210
H6 -2.5673 0.7153 -0.4797  0.188
N1 -0.9244 -0.7491 -0.2307  -0.182
N2 -2.1686 -0.3167 0.0263  -0.134
S1 1.6724 -0.3682 0.0166  0.754



Entry 4:
Here is a cluster of 2 separate species, C6H11NOS in total in a non-equilibrium geometry from OMol25. Energies are from ωB97M-V/def2-TZVPD.

Properties
Calculated total energy = -20771.720 eV
Spin multiplicity = 1
Frontier orbital gap = 8.99 eV
HOMO = -8.26 eV
Energy relative to the best compared isomer or geometry (same formula, charge and spin) = 37.54 kcal per mole
Total charge = 0

Last column: Löwdin charge in e.
Geometry (Å):
C1 1.0515 -2.9192 0.4660  -0.394
S1 -0.3039 -1.9355 -0.2020  0.832
C2 0.3200 -0.3389 0.2382  -0.394
C3 -0.0459 0.8654 -0.2434  -0.452
C4 -0.9003 0.9891 -1.3616  -0.127
C5 0.6905 2.1582 0.0889  -0.048
H1 1.6003 -3.3776 -0.3867  0.050
H2 0.7657 -3.5478 1.3562  0.062
H3 1.6129 -2.1356 0.8876  -0.024
H4 0.9806 -0.4015 1.1531  0.093
H5 -0.4164 1.5439 -2.2028  0.111
H6 -1.9252 1.4396 -1.2385  0.100
H7 -0.9767 -0.0316 -1.6984  0.027
H8 -0.0290 3.0193 -0.0289  0.102
H9 1.5619 2.2747 -0.6148  0.108
H10 1.0103 2.1555 1.0350  0.018
N1 -3.6171 -0.6579 -0.5175  0.185
C6 -3.6560 0.3328 0.1873  -0.433
O1 -3.9861 1.2962 0.7262  0.169
H11 -2.7376 -1.0068 -0.8767  0.014



Entry 5:
Here is the ion C3H8N3O with charge +1 in a non-equilibrium geometry from OMol25. Energies are from ωB97M-V/def2-TZVPD.

Properties
Calculated total energy = -9748.196 eV
Spin multiplicity = 1
Frontier orbital gap (alpha / beta) = 7.31 / 7.31 eV
HOMO (alpha / beta) = -12.58 / -12.58 eV
Energy relative to the best compared isomer or geometry (same formula, charge and spin) = 98.43 kcal per mole
Total charge = +1

Last column: Löwdin charge in e.
Geometry (Å):
C1 0.4804 1.4214 -0.6143  -0.151
C2 0.6035 -1.2752 -0.3540  0.004
C3 -0.6992 -0.5919 0.0394  -0.360
N1 -0.4841 0.8011 0.0794  0.005
N2 0.6637 2.7290 -0.5137  0.110
N3 -0.8309 -1.0321 1.4212  0.134
O1 0.9391 -2.3598 -0.9791  0.196
H1 1.5845 -1.0571 0.1348  0.168
H2 -1.5196 -1.0384 -0.7200  0.214
H3 -1.0810 1.4777 0.4573  0.128
H4 1.5085 3.1285 -0.9439  0.126
H5 0.1465 3.2359 0.1461  0.085
H6 0.0014 -1.1471 1.9465  0.097
H7 -1.5615 -1.6806 1.5068  0.086
H8 0.2485 -2.6113 -1.6065  0.159



Please write out number 4 again, unchanged.
Here is a cluster of 2 separate species, C6H11NOS in total in a non-equilibrium geometry from OMol25. Energies are from ωB97M-V/def2-TZVPD.

Properties
Calculated total energy = -20771.720 eV
Spin multiplicity = 1
Frontier orbital gap = 8.99 eV
HOMO = -8.26 eV
Energy relative to the best compared isomer or geometry (same formula, charge and spin) = 37.54 kcal per mole
Total charge = 0

Last column: Löwdin charge in e.
Geometry (Å):
C1 1.0515 -2.9192 0.4660  -0.394
S1 -0.3039 -1.9355 -0.2020  0.832
C2 0.3200 -0.3389 0.2382  -0.394
C3 -0.0459 0.8654 -0.2434  -0.452
C4 -0.9003 0.9891 -1.3616  -0.127
C5 0.6905 2.1582 0.0889  -0.048
H1 1.6003 -3.3776 -0.3867  0.050
H2 0.7657 -3.5478 1.3562  0.062
H3 1.6129 -2.1356 0.8876  -0.024
H4 0.9806 -0.4015 1.1531  0.093
H5 -0.4164 1.5439 -2.2028  0.111
H6 -1.9252 1.4396 -1.2385  0.100
H7 -0.9767 -0.0316 -1.6984  0.027
H8 -0.0290 3.0193 -0.0289  0.102
H9 1.5619 2.2747 -0.6148  0.108
H10 1.0103 2.1555 1.0350  0.018
N1 -3.6171 -0.6579 -0.5175  0.185
C6 -3.6560 0.3328 0.1873  -0.433
O1 -3.9861 1.2962 0.7262  0.169
H11 -2.7376 -1.0068 -0.8767  0.014